[1]
Formula: C13H21ClN2O5S5Ti
Source: the OMol25 dataset
Level of theory: ωB97M-V/def2-TZVPD

Computed properties:
* relative energy (zero: lowest compared OMol25 entry of this formula, charge and spin): 1.539 eV
* max |F|: 6.3 eV Å⁻¹
* net charge: +1
* multiplicity: 2
* Kohn-Sham gap (alpha / beta): 6.6 / 6.2 eV

Atoms and positions in Å:
H (-4.37, -0.88, 2.96)
C (0.00, 0.25, -3.51)
H (-1.43, 3.54, 0.73)
H (0.51, 1.35, -5.27)
H (-0.35, -1.10, -5.12)
S (-1.46, -1.78, -0.52)
C (-0.91, -2.75, 0.83)
H (1.94, 0.28, 1.72)
N (0.31, 3.06, 1.74)
H (0.24, -0.06, 2.15)
C (1.38, 2.02, -0.22)
H (1.84, 1.14, -4.10)
O (2.83, -0.51, -1.13)
N (0.51, 0.96, 0.34)
S (-0.53, -3.63, 3.30)
S (-0.03, -4.23, 0.48)
H (0.21, 1.87, 3.43)
Ti (0.56, -0.68, -0.80)
H (2.42, 1.68, -0.18)
O (1.57, -2.30, -1.76)
H (-1.77, -0.19, -4.62)
C (1.19, 3.32, 0.62)
H (1.84, 2.30, 2.90)
C (0.77, 1.32, -4.21)
H (1.10, 2.19, -1.26)
H (-1.63, 2.47, 2.13)
H (0.57, 2.31, -3.78)
H (-3.93, -2.04, 1.66)
C (-0.88, -0.70, -4.25)
C (0.92, 0.69, 1.73)
H (2.14, 3.68, 1.00)
H (-1.18, 1.69, -0.69)
H (0.74, 4.11, 0.02)
O (0.13, 0.12, -2.25)
O (1.75, -1.76, 0.43)
C (0.23, -4.70, 2.15)
C (-1.00, 2.69, 1.26)
C (-0.90, 1.44, 0.34)
S (1.09, -6.01, 2.60)
S (-2.02, -1.06, 2.71)
H (-1.54, 0.64, 0.71)
Cl (2.54, -1.87, -0.79)
C (-1.16, -2.49, 2.13)
C (-3.72, -1.70, 2.68)
H (-1.18, -1.51, -3.58)
C (0.85, 2.00, 2.56)
O (3.64, -2.68, -0.67)
H (-3.81, -2.51, 3.39)

Charge distribution, Mulliken scheme, values in e: H 0.407; C 0.795; H 0.312; H 0.417; H 0.418; S -0.556; C 0.141; H 0.654; N -0.112; H -0.157; C -0.224; H 0.331; O -0.596; N 1.121; S -0.095; S 0.010; H 0.389; Ti 0.050; H 0.583; O -0.526; H 0.349; C -0.816; H 0.248; C -1.227; H -0.065; H 0.259; H 0.331; H 0.263; C -1.182; C -0.395; H 0.307; H 0.398; H 0.334; O -0.197; O -0.510; C 0.127; C -0.823; C -0.389; S -0.154; S 0.119; H 0.312; Cl 2.026; C 0.195; C -0.895; H 0.249; C -0.983; O -0.581; H 0.337

***

[2]
Formula: C13H21F2LiO13
Source: the OMol25 dataset
Level of theory: ωB97M-V/def2-TZVPD

Computed properties:
* max |F|: 5.9 eV Å⁻¹
* Kohn-Sham gap: 7.9 eV

Atoms and positions in Å:
H (-1.41, 0.64, -1.72)
C (2.45, -3.24, 1.33)
H (-1.83, -5.33, 1.00)
O (1.28, -3.65, 1.95)
C (1.82, -0.25, -4.79)
O (0.64, -0.81, -1.67)
H (-2.09, 2.42, 6.80)
H (-2.57, -3.76, 0.99)
H (3.19, -3.45, 2.10)
C (-0.03, -0.61, -6.06)
H (2.82, 0.09, -5.09)
C (-0.36, 1.92, 4.32)
H (2.60, -0.43, -1.37)
H (1.59, 1.01, -1.34)
O (0.19, 2.36, 3.21)
H (-2.69, -4.67, 2.44)
H (-0.29, 2.64, -1.97)
H (-0.42, 2.70, 6.99)
O (-2.66, 1.53, -0.29)
H (-1.44, 4.07, 6.59)
C (-2.03, 2.45, 0.41)
H (0.33, 0.85, 1.67)
H (1.64, 2.13, 1.73)
O (0.10, -3.67, -0.02)
C (0.19, -3.66, 1.22)
F (-1.94, 3.71, -2.24)
O (-1.14, 3.09, -0.22)
F (1.18, 1.91, -5.38)
H (2.67, -3.83, 0.44)
C (1.62, -0.05, -1.08)
H (1.67, 0.03, 0.01)
O (1.26, -0.91, -5.92)
H (1.98, -0.95, -3.97)
O (-0.86, -3.94, 2.02)
C (0.97, 1.48, 2.29)
C (-2.01, -4.45, 1.61)
C (-2.08, 1.49, -1.56)
O (-2.30, 2.59, 1.57)
H (0.75, 1.15, -3.59)
Li (-0.10, -2.60, -1.83)
O (-0.84, -0.90, -6.93)
H (-2.83, 1.43, -2.34)
O (-0.90, 3.02, 5.04)
H (2.57, -2.16, 1.24)
H (1.70, 0.79, 2.69)
C (-1.27, 3.01, 6.39)
O (-0.32, 0.35, -5.15)
C (0.86, 0.85, -4.64)
O (-0.35, 0.80, 4.71)
C (-1.29, 2.81, -1.58)

Charge distribution, Mulliken scheme, values in e: H -0.040; C -0.546; H 0.303; O -0.303; C -0.393; O -0.687; H 0.288; H 0.285; H 0.272; C 0.686; H 0.306; C 0.684; H 0.386; H 0.183; O -0.244; H 0.232; H 0.061; H 0.309; O -0.336; H 0.252; C 0.624; H 0.253; H 0.336; O -0.657; C 0.842; F -0.307; O -0.279; F -0.320; H 0.322; C -0.520; H -0.165; O -0.369; H 0.159; O -0.293; C -0.803; C -0.656; C -0.012; O -0.592; H -0.579; Li 0.884; O -0.577; H 0.316; O -0.300; H 0.174; H 0.454; C -0.687; O -0.329; C 1.355; O -0.551; C 0.580

***

[3]
Formula: C13H21F5N3O5S
Source: the OMol25 dataset
Level of theory: ωB97M-V/def2-TZVPD

Computed properties:
* max |F|: 4.8 eV Å⁻¹
* net charge: -1
* Kohn-Sham gap: 7.2 eV

Atoms and positions in Å:
H (0.31, -2.62, -1.21)
H (2.71, -2.15, -0.73)
F (-4.16, 0.13, -3.20)
C (1.01, 2.20, -0.48)
O (-2.42, -1.13, 2.58)
C (-3.85, -0.43, -0.82)
C (-0.80, 1.90, 1.46)
H (1.28, 2.96, -1.27)
H (-0.99, 3.22, -0.35)
H (2.09, 1.57, 1.38)
F (-2.60, -1.43, -2.70)
H (0.22, 3.72, 0.85)
H (0.00, 1.71, 2.21)
C (-1.56, 0.60, 0.98)
F (-3.58, -1.55, -0.12)
F (-4.74, -1.85, -2.51)
C (2.34, 2.04, 0.40)
H (3.95, 0.47, 0.17)
F (-5.13, 0.04, -0.64)
H (1.35, -0.47, 0.97)
H (4.36, 1.42, -2.20)
C (-2.44, 0.10, 2.22)
C (0.58, -3.54, -0.62)
H (1.17, -4.25, -1.27)
C (-3.79, -0.86, -2.36)
H (3.04, -1.98, 1.10)
C (0.38, -0.87, 1.40)
N (4.15, 2.00, -1.38)
H (-0.43, -0.40, -0.47)
N (1.36, -3.24, 0.60)
C (-0.19, 2.81, 0.33)
O (-3.42, 2.24, -0.21)
S (-2.69, 1.00, -0.45)
H (0.77, 1.26, -1.03)
H (2.74, 0.45, -1.15)
N (-0.72, -0.51, 0.50)
C (2.68, -2.66, 0.28)
H (-1.57, 2.53, 1.99)
C (0.60, -2.43, 1.55)
O (-3.19, 0.89, 2.83)
H (3.52, 2.73, -1.74)
O (-1.92, 1.19, -1.70)
O (0.12, -2.98, 2.50)
H (-0.35, -4.11, -0.33)
H (0.31, -0.44, 2.42)
H (3.43, -3.49, 0.21)
H (2.76, 3.07, 0.48)
C (3.32, 1.14, -0.47)

Charge distribution, Mulliken scheme, values in e: H 0.219; H 0.296; F -0.230; C -0.303; O -0.676; C 0.567; C -1.115; H 0.384; H 0.358; H 0.353; F -0.186; H 0.472; H 0.428; C 0.344; F -0.195; F -0.279; C -0.917; H 0.254; F -0.249; H -0.494; H 0.262; C 0.053; C -0.773; H 0.349; C 0.588; H 0.374; C 0.484; N -0.815; H 0.490; N 0.028; C -0.978; O -0.696; S 1.283; H 0.203; H 0.190; N -0.067; C -0.929; H 0.531; C -0.353; O -0.752; H 0.283; O -0.684; O -0.472; H 0.275; H 0.464; H 0.304; H 0.502; C -0.176